(1)
A cluster of 3 separate species, C5H15NO2 in total at a distorted geometry. Source: OMol25; level of theory: ωB97M-V with the def2-TZVPD basis set.

The geometry in XYZ format:
```
23
Properties=species:S:1:pos:R:3
C -0.3566 2.2965 0.4764
C 0.1089 1.5135 1.7165
C -0.7280 0.1884 1.6937
C -0.2076 -0.8694 0.6261
C 1.0490 -1.1328 0.6701
N 1.7376 -2.2393 0.1041
H 0.2333 3.2885 0.2180
H -1.4080 2.5332 0.7201
H -0.2318 1.5919 -0.4120
H 1.1736 1.4349 1.7022
H -0.2048 2.1279 2.5522
H -0.7873 -0.2628 2.6318
H -1.6823 0.5685 1.4428
H -0.8746 -1.0056 -0.1652
H 1.6465 -0.7349 1.5332
H 1.7575 -2.5725 -0.8212
H 2.7972 -2.1244 0.4622
O -1.3318 0.5625 -2.6144
H -1.1663 -0.4109 -2.6938
H -2.2430 0.5183 -2.7077
O 0.0326 -1.9802 -2.5552
H 0.2459 -2.0445 -1.6265
H 0.4399 -1.2467 -2.9536
```

Summary:
HOMO energy in Ha: -0.31172
Strongest force on any atom in Eh/bohr: 0.10778
SMILES: CCC/C=C/N.O.O
Molecular weight in g/mol: 121.2
Lowest unoccupied orbital energy in Eh: 0.029
E_tot in Eh: -404.653191
Total charge: 0

=====

(2)
The molecule C5H8ClN at a distorted geometry. Source: OMol25; level of theory: ωB97M-V with the def2-TZVPD basis set.

The geometry in XYZ format:
```
15
Properties=species:S:1:pos:R:3
C -1.2480 2.0095 0.0595
C -1.7745 0.8492 0.0432
C -1.3767 -0.3978 -0.5806
N -1.3644 -1.6917 0.2589
C -0.1158 -1.1445 -0.3289
C 0.8502 -0.6066 0.6307
Cl 2.2048 0.3812 -0.1424
H -0.2672 2.1599 -0.3534
H -1.6895 2.8236 0.7211
H -2.8164 0.8964 0.4570
H -1.7725 -0.5825 -1.6220
H -1.5366 -1.2249 1.2356
H 0.2496 -1.6382 -1.2613
H 0.4337 0.0362 1.3700
H 1.4569 -1.3671 1.1181
```

Summary:
HOMO energy in Ha: -0.36275
Strongest force on any atom in Eh/bohr: 0.08546
SMILES: C=C[C@@H]1N[C@@H]1CCl
Molecular weight in g/mol: 117.6
Lowest unoccupied orbital energy in Eh: 0.037
E_tot in Eh: -710.175331
Total charge: 0

=====

(3)
The molecule C2N2 at a distorted geometry. Source: OMol25; level of theory: ωB97M-V with the def2-TZVPD basis set.

The geometry in XYZ format:
```
4
Properties=species:S:1:pos:R:3
N -0.0298 0.2042 1.8433
C -0.2755 0.0901 0.6656
C -0.0874 -0.1403 -0.6863
N 0.3927 -0.1540 -1.8226
```

Summary:
HOMO energy in Ha: -0.45433
Strongest force on any atom in Eh/bohr: 0.15837
SMILES: N#CC#N
Molecular weight in g/mol: 52.0
Lowest unoccupied orbital energy in Eh: -0.033
E_tot in Eh: -185.651174
Total charge: 0

=====

(4)
A structure of composition C3H6N4 at a distorted geometry. Source: OMol25; level of theory: ωB97M-V with the def2-TZVPD basis set.

The geometry in XYZ format:
```
13
Properties=species:S:1:pos:R:3
N -0.4178 -0.6744 -0.2069
C 0.6673 -0.0394 0.3602
N -1.6167 -0.6206 0.5873
N 0.7792 0.2639 1.6740
C -0.2354 0.4379 -1.2121
C 1.1213 0.3870 -1.5593
N 1.7840 -0.0611 -0.4931
H -2.4076 -0.3928 -0.0123
H -1.7848 -1.5833 0.8849
H -0.0604 0.2016 2.2328
H 1.6737 0.6356 1.9567
H -1.1176 0.7684 -1.7364
H 1.6150 0.6772 -2.4758
```

Summary:
HOMO energy in Ha: -0.24517
Strongest force on any atom in Eh/bohr: 0.10470
Molecular weight in g/mol: 98.1
Lowest unoccupied orbital energy in Eh: 0.027
E_tot in Eh: -336.787092
Total charge: 0

=====

Question: strongest force on any atom of number 2 (C5H8ClN)?
Answer: 0.08546 Eh/bohr

=====

Question: Number 1 is which compound?
Answer: C5H15NO2

=====

Question: lowest unoccupied orbital energy of number 3 (C2N2)?
Answer: -0.033 Eh

=====

Question: Which value of lowest unoccupied orbital energy does entry 2 give?
Answer: 0.037 Eh